Entry 1:
Entry from OMol25: a structure of composition C27H47IN2O11PS in a non-equilibrium geometry (ωB97M-V with the def2-TZVPD basis set).

Structure (XYZ):
```
90
Properties=species:S:1:pos:R:3
C 3.849 -1.164 3.030
C 4.453 0.186 2.624
C 3.841 1.369 3.406
C 3.585 2.613 2.545
C 2.483 3.545 3.090
C 1.413 3.806 2.013
C 0.023 4.053 2.573
C -1.049 4.202 1.489
C -1.073 3.112 0.408
C -2.064 1.988 0.708
N -1.874 0.835 -0.217
C -2.774 0.756 -1.212
C -2.729 -0.201 -2.207
C -3.787 -0.166 -3.284
C -5.015 -1.034 -2.992
C -5.696 -0.740 -1.648
C -5.100 -1.527 -0.480
O -6.169 -1.971 0.365
C -5.802 -2.212 1.656
C -6.877 -1.855 2.641
O -4.719 -2.642 1.937
C -1.676 -1.109 -2.142
C -1.499 -2.159 -3.209
O -0.540 -2.207 -3.918
O -2.561 -2.970 -3.247
I -2.315 -4.741 -4.158
C -0.727 -1.033 -1.114
N 0.391 -1.879 -1.057
C 0.148 -3.286 -0.703
C 1.313 -4.176 -1.105
C 1.659 -4.222 -2.596
C -0.859 -0.063 -0.118
P 0.436 -0.170 1.211
O 0.495 -1.542 1.721
O 0.124 0.890 2.344
O 1.736 0.387 0.510
H 4.075 -1.954 2.311
H 2.762 -1.109 3.134
H 4.241 -1.488 3.995
H 4.383 0.341 1.545
H 5.517 0.130 2.863
H 4.550 1.639 4.191
H 2.926 1.031 3.902
H 3.364 2.326 1.519
H 4.526 3.165 2.483
H 1.982 3.016 3.907
H 2.891 4.485 3.457
H 1.422 2.928 1.369
H 1.714 4.653 1.388
H 0.045 4.997 3.127
H -0.241 3.295 3.315
H -2.045 4.317 1.928
H -0.856 5.144 0.971
H -1.409 3.570 -0.527
H -0.086 2.702 0.198
H -3.061 2.368 0.493
H -2.076 1.663 1.742
H -3.562 1.496 -1.210
H -4.112 0.871 -3.394
H -3.321 -0.432 -4.235
H -5.739 -0.843 -3.787
H -4.781 -2.096 -3.042
H -6.735 -1.064 -1.737
H -5.724 0.329 -1.427
H -4.563 -2.404 -0.851
H -4.407 -0.923 0.109
H -7.803 -1.607 2.128
H -6.539 -0.990 3.211
H -7.025 -2.673 3.342
H 0.971 -1.785 -1.881
H 0.073 -3.325 0.386
H -0.817 -3.649 -1.087
H 2.200 -3.855 -0.554
H 1.059 -5.188 -0.785
H 2.657 -4.646 -2.718
H 1.682 -3.239 -3.070
H 0.968 -4.842 -3.167
H -0.678 0.672 2.836
H 2.433 -0.277 0.659
C 6.278 0.582 -2.881
C 5.000 -0.229 -2.801
O 4.336 0.290 -1.635
S 4.647 1.858 -1.488
O 3.570 2.604 -2.032
O 5.117 2.086 -0.170
O 5.875 1.907 -2.500
H 7.027 0.229 -2.171
H 6.702 0.610 -3.880
H 5.179 -1.292 -2.670
H 4.362 -0.063 -3.670
```

The total energy is -82484.3119 eV. As for the strongest force on any atom: 1.212 eV/A. Its total charge is +1.

Results of the Löwdin charge analysis, in e, for atoms 1 through 2: number 1, C, carries -0.1105; number 2, C, carries -0.2507


Entry 2:
Entry from OMol25: a structure of composition C27H47IN7SbV (ωB97M-V with the def2-TZVPD basis set).

Structure (XYZ):
```
84
Properties=species:S:1:pos:R:3
V -0.627 -0.003 0.527
C -3.317 1.469 -2.667
C -2.340 1.253 -1.559
N -1.960 0.095 -1.114
C -2.479 -1.137 -1.715
C -1.786 -2.323 -1.049
N -1.618 -1.956 0.359
C -1.039 -2.919 1.301
C -1.237 -2.284 2.669
N -0.832 -0.856 2.632
C 0.254 -0.478 3.573
C 1.368 0.267 2.841
N 0.718 1.105 1.854
C 0.694 2.384 1.849
C 1.450 3.304 2.751
C -0.207 2.949 0.818
C -0.385 4.295 0.578
C -1.289 4.689 -0.406
C -1.960 3.725 -1.134
C -1.729 2.381 -0.854
N -0.886 2.007 0.132
H -3.339 0.632 -3.360
H -3.083 2.368 -3.233
H -4.325 1.589 -2.256
H -2.312 -1.159 -2.793
H -3.560 -1.195 -1.551
H -0.803 -2.498 -1.488
H -2.374 -3.235 -1.176
H -2.541 -1.701 0.718
H 0.019 -3.043 1.072
H -1.522 -3.899 1.252
H -0.696 -2.831 3.440
H -2.299 -2.335 2.923
H -1.669 -0.315 2.860
H 0.664 -1.367 4.050
H -0.153 0.155 4.363
H 2.001 -0.440 2.301
H 1.994 0.806 3.551
H 2.110 2.774 3.430
H 0.758 3.909 3.339
H 2.056 3.988 2.154
H 0.162 5.035 1.146
H -1.455 5.739 -0.603
H -2.656 4.009 -1.910
I -6.400 2.946 0.830
C -5.281 1.597 1.910
C -5.577 1.001 3.112
N -4.534 0.200 3.405
N -3.571 0.228 2.465
C -4.028 1.080 1.557
H -6.432 1.088 3.762
H -4.434 -0.388 4.214
H -3.447 1.302 0.677
C 0.743 0.874 -3.358
C 1.200 -0.573 -3.166
C 2.329 -0.892 -4.141
Sb 1.649 -0.845 -1.062
C 2.141 -2.942 -0.769
C 2.914 -3.071 0.544
C 2.834 -3.664 -1.919
C 3.550 0.203 -0.977
C 3.842 0.818 0.387
C 4.734 -0.634 -1.454
H 0.408 1.029 -4.387
H 1.567 1.571 -3.185
H -0.071 1.150 -2.688
H 0.357 -1.244 -3.357
H 3.150 -0.182 -4.031
H 1.960 -0.796 -5.165
H 2.729 -1.896 -4.027
H 1.161 -3.411 -0.634
H 3.901 -2.611 0.478
H 3.064 -4.124 0.792
H 2.390 -2.605 1.385
H 3.798 -3.223 -2.166
H 2.221 -3.678 -2.820
H 3.015 -4.703 -1.633
H 3.382 1.014 -1.694
H 3.990 0.051 1.150
H 3.048 1.488 0.717
H 4.767 1.398 0.335
H 4.974 -1.426 -0.744
H 5.618 0.005 -1.531
H 4.572 -1.090 -2.427
```

As for the spin multiplicity: 4. As for the expectation value of S²: 3.78. The total energy is -79506.4969 eV. As for the strongest force on any atom: 0.405 eV/A. Its total charge is +2.

Results of the Löwdin charge analysis, in e, for atoms 1 through 2: number 1, V, carries 0.6997; number 2, C, carries 0.0205


Entry 3:
Entry from OMol25: a structure of composition C27H47IrN5O4P2S5Sb in a non-equilibrium geometry (ωB97M-V with the def2-TZVPD basis set).

Structure (XYZ):
```
92
Properties=species:S:1:pos:R:3
Ir 0.168 0.099 -1.212
C 2.479 3.967 2.731
N 1.561 3.358 1.786
C 1.609 3.978 0.467
P 1.403 1.700 1.789
O 0.332 1.221 0.912
O 2.893 1.126 1.421
P 3.347 0.471 -0.001
O 2.433 0.852 -1.096
N 4.894 0.951 -0.245
C 5.894 0.659 0.759
C 5.226 2.002 -1.190
N 3.518 -1.148 0.391
C 3.690 -1.949 -0.818
C 2.628 -1.764 1.362
N 1.238 1.125 3.332
C -0.103 1.086 3.880
C 2.298 0.980 4.305
H 2.207 5.017 2.854
H 3.523 3.915 2.397
H 2.395 3.473 3.696
H 1.404 5.044 0.564
H 0.849 3.528 -0.169
H 2.588 3.855 -0.012
H 5.540 -0.166 1.372
H 6.094 1.524 1.398
H 6.823 0.360 0.272
H 4.454 2.059 -1.957
H 6.172 1.759 -1.678
H 5.322 2.976 -0.700
H 4.383 -1.437 -1.484
H 2.746 -2.094 -1.354
H 4.102 -2.920 -0.541
H 2.491 -1.096 2.208
H 3.091 -2.690 1.711
H 1.649 -1.992 0.937
H -0.809 1.144 3.055
H -0.282 1.914 4.575
H -0.257 0.143 4.412
H 3.264 1.059 3.813
H 2.222 -0.006 4.775
H 2.234 1.736 5.095
S 3.311 2.009 -4.221
Sb 1.120 1.340 -4.039
S 0.903 -0.949 -3.308
S -0.145 2.321 -2.256
S -0.121 1.507 -5.975
O -2.105 -0.066 -1.309
S -3.044 0.409 -2.366
C -4.267 1.448 -1.442
C -3.525 2.459 -0.634
C -3.159 2.163 0.674
C -2.505 3.109 1.444
C -2.201 4.351 0.911
C -2.540 4.639 -0.402
C -3.189 3.694 -1.176
C -4.142 -1.087 -2.643
C -4.647 -1.618 -1.347
C -3.764 -2.189 -0.434
C -4.201 -2.578 0.821
C -5.530 -2.419 1.177
C -6.421 -1.876 0.266
C -5.983 -1.466 -0.982
H -4.848 0.786 -0.805
H -4.891 1.909 -2.206
H -3.398 1.190 1.085
H -2.237 2.886 2.468
H -1.697 5.092 1.516
H -2.300 5.603 -0.826
H -3.443 3.914 -2.204
H -3.471 -1.778 -3.151
H -4.938 -0.770 -3.315
H -2.726 -2.301 -0.699
H -3.497 -3.001 1.524
H -5.873 -2.725 2.156
H -7.463 -1.759 0.528
H -6.689 -1.034 -1.679
C -1.542 -5.099 -0.786
C -0.281 -4.412 -1.330
C 0.979 -5.141 -0.836
C -0.302 -4.393 -2.866
C -0.213 -3.048 -0.838
N -0.096 -1.969 -0.452
H -1.530 -6.153 -1.057
H -2.440 -4.648 -1.201
H -1.592 -5.021 0.299
H 0.928 -6.184 -1.141
H 1.058 -5.097 0.249
H 1.871 -4.693 -1.267
H -0.174 -5.407 -3.243
H 0.496 -3.765 -3.258
H -1.248 -3.999 -3.233
```

The total energy is -126537.2495 eV. As for the strongest force on any atom: 2.908 eV/A. Its total charge is 0.

Results of the Löwdin charge analysis, in e, for atoms 1 through 2: number 1, Ir, carries 0.7453; number 2, C, carries -0.0984


Entry 4:
Entry from OMol25: a cluster of 3 separate species, C27H48FN6O3PS in total in a non-equilibrium geometry (ωB97M-V with the def2-TZVPD basis set).

Structure (XYZ):
```
87
Properties=species:S:1:pos:R:3
N -3.344 2.430 -0.033
C -3.615 1.272 0.942
C -2.808 -0.039 0.297
C -2.173 -0.959 1.539
C -0.590 -0.438 1.676
C 0.494 -1.116 0.650
F 0.035 -2.162 -0.293
C 2.059 -0.554 0.760
C 2.399 0.634 1.886
P 4.195 1.351 2.017
N 4.772 1.395 0.311
O 3.979 2.970 2.624
C 1.260 1.248 2.894
N 1.317 2.288 3.992
S -0.259 2.617 4.742
N -1.177 1.449 3.782
C -0.289 0.718 2.798
H -3.118 2.039 -0.996
H -2.456 2.928 0.266
H -3.185 1.580 1.985
H -4.766 0.978 0.974
H -3.482 -0.659 -0.432
H -1.882 0.368 -0.337
H -2.224 -2.109 1.321
H -2.719 -0.781 2.563
H 2.892 -0.979 0.018
H 4.000 1.842 -0.264
H 4.836 0.394 -0.037
H 3.340 3.455 1.999
C 6.426 5.549 -3.123
C 5.306 5.083 -2.153
C 4.568 3.867 -2.770
C 3.684 4.248 -3.952
C 2.712 5.361 -3.578
C 3.379 6.590 -2.903
N 4.373 6.219 -1.841
O 3.646 5.865 -0.689
C 4.080 7.473 -3.969
C 2.231 7.513 -2.371
C 6.102 4.605 -0.894
H 7.279 4.859 -3.105
H 6.117 5.583 -4.168
H 6.810 6.537 -2.842
H 3.945 3.378 -2.009
H 5.294 3.110 -3.096
H 4.292 4.552 -4.811
H 3.118 3.369 -4.281
H 2.170 5.675 -4.479
H 1.956 4.935 -2.903
H 4.667 8.270 -3.498
H 3.346 7.960 -4.624
H 4.732 6.916 -4.640
H 1.547 6.988 -1.696
H 1.614 7.891 -3.196
H 2.636 8.385 -1.841
H 6.665 5.433 -0.447
H 6.824 3.822 -1.160
H 5.459 4.169 -0.120
C -2.527 -7.094 0.371
C -3.359 -5.824 0.704
C -2.941 -5.291 2.099
C -3.431 -6.174 3.242
C -4.935 -6.402 3.157
C -5.429 -6.886 1.766
N -4.829 -6.121 0.622
O -5.505 -4.890 0.537
C -5.125 -8.396 1.584
C -6.996 -6.834 1.782
C -2.897 -4.801 -0.386
H -1.495 -6.833 0.105
H -2.433 -7.789 1.205
H -2.949 -7.633 -0.485
H -3.333 -4.276 2.247
H -1.848 -5.202 2.159
H -2.903 -7.134 3.244
H -3.191 -5.697 4.199
H -5.228 -7.123 3.931
H -5.434 -5.458 3.417
H -5.346 -8.722 0.561
H -5.742 -9.008 2.255
H -4.098 -8.668 1.818
H -7.381 -5.842 2.039
H -7.406 -7.524 2.530
H -7.411 -7.123 0.808
H -3.147 -5.160 -1.392
H -1.811 -4.652 -0.349
H -3.340 -3.807 -0.256
```

As for the spin multiplicity: 3. As for the expectation value of S²: 2.01. The total energy is -66686.5631 eV. As for the strongest force on any atom: 7.556 eV/A. Its total charge is 0.

Results of the Löwdin charge analysis, in e, for atoms 1 through 2: number 1, N, carries -0.0825; number 2, C, carries -0.2537


Entry 5:
Entry from OMol25: a structure of composition C27H48FeOP2 in a non-equilibrium geometry (ωB97M-V with the def2-TZVPD basis set).

Structure (XYZ):
```
79
Properties=species:S:1:pos:R:3
P -0.132 -2.748 -4.314
P -0.180 0.994 -4.110
C -0.795 -1.384 -5.358
C 0.199 -0.229 -5.418
H -1.745 -1.032 -4.900
H -1.068 -1.765 -6.381
H 1.244 -0.536 -5.283
H 0.149 0.337 -6.366
C -1.683 1.873 -4.665
H -2.008 2.591 -3.898
H -2.507 1.188 -4.870
H -1.431 2.426 -5.577
C 1.001 2.378 -4.259
H 0.680 3.000 -5.095
H 2.023 2.018 -4.431
H 0.991 2.992 -3.344
C -1.166 -4.175 -4.749
H -1.102 -4.898 -3.939
H -0.788 -4.625 -5.672
H -2.206 -3.862 -4.917
C 1.585 -3.192 -4.635
H 2.243 -2.321 -4.661
H 1.664 -3.721 -5.605
H 1.875 -3.865 -3.816
Fe -1.025 -3.091 -0.761
C 1.093 1.376 -0.155
C -0.139 0.833 -0.252
C -0.851 0.223 -1.452
C -1.155 -1.254 -2.119
C 0.111 -2.073 -2.546
C 1.430 -1.660 -1.980
C 2.066 -0.372 -1.846
C 2.289 0.494 -0.508
C -0.124 -2.682 1.193
H 1.280 2.352 0.312
H -0.827 0.734 0.667
H -0.245 0.717 -2.299
H -1.852 0.669 -1.502
H -1.994 -1.807 -1.594
H -1.661 -1.083 -3.096
H -0.006 -3.189 -2.248
H 2.026 -2.580 -1.802
H 1.616 0.370 -2.549
H 3.054 -0.563 -2.279
H 2.538 -0.187 0.307
H 3.213 1.086 -0.677
H 0.665 -1.891 1.388
H 0.414 -3.640 1.250
H -0.852 -2.645 1.997
C -1.479 3.801 2.540
C -0.099 3.197 2.821
C 0.984 4.274 2.746
C -0.072 2.439 4.146
C 0.053 3.061 5.364
C 0.027 2.338 6.554
C -0.061 0.934 6.526
C -0.186 0.238 5.349
C -0.301 -1.268 5.282
C 0.729 -1.978 6.166
C -1.724 -1.739 5.631
C -0.333 0.997 4.092
O -0.711 0.421 3.046
H -1.745 4.523 3.323
H -2.233 3.005 2.527
H -1.494 4.314 1.571
H 0.095 2.452 2.042
H 0.788 5.076 3.466
H 1.969 3.842 2.967
H 1.027 4.711 1.739
H 0.159 4.154 5.404
H 0.088 2.848 7.517
H -0.034 0.364 7.466
H -0.109 -1.544 4.241
H 0.550 -1.765 7.226
H 0.677 -3.064 6.013
H 1.744 -1.653 5.905
H -2.441 -1.288 4.937
H -1.792 -2.826 5.551
H -1.987 -1.445 6.652
```

As for the spin multiplicity: 5. As for the expectation value of S²: 6.09. The total energy is -83776.8542 eV. As for the strongest force on any atom: 3.571 eV/A. Its total charge is 0.

Results of the Löwdin charge analysis, in e, for atoms 1 through 2: number 1, P, carries 0.9644; number 2, P, carries 0.8639